{"formula": "C70H157BeF3N9O16", "method": "the ωB97M-V functional and the def2-TZVPD basis", "multiplicity": 2, "homo_lumo_gap_ev": [5.368, 2.937], "total_charge": 2, "homo_ev": [-10.78, -10.78], "symbols": ["Be", "C", "O", "O", "C", "F", "F", "F", "C", "C", "H", "H", "H", "H", "H", "H", "C", "C", "C", "C", "C", "C", "N", "O", "C", "C", "C", "H", "H", "H", "H", "H", "H", "H", "H", "H", "H", "H", "H", "H", "H", "H", "H", "H", "H", "H", "C", "C", "C", "C", "C", "C", "N", "O", "C", "C", "C", "H", "H", "H", "H", "H", "H", "H", "H", "H", "H", "H", "H", "H", "H", "H", "H", "H", "H", "H", "C", "C", "C", "C", "C", "C", "N", "O", "C", "C", "C", "H", "H", "H", "H", "H", "H", "H", "H", "H", "H", "H", "H", "H", "H", "H", "H", "H", "H", "H", "C", "C", "C", "C", "C", "C", "N", "O", "C", "C", "C", "H", "H", "H", "H", "H", "H", "H", "H", "H", "H", "H", "H", "H", "H", "H", "H", "H", "H", "H", "C", "O", "C", "C", "N", "C", "C", "O", "C", "H", "H", "H", "H", "H", "H", "H", "H", "H", "H", "H", "H", "H", "H", "H", "C", "O", "C", "C", "N", "C", "C", "O", "C", "H", "H", "H", "H", "H", "H", "H", "H", "H", "H", "H", "H", "H", "H", "H", "C", "O", "C", "C", "N", "C", "C", "O", "C", "H", "H", "H", "H", "H", "H", "H", "H", "H", "H", "H", "H", "H", "H", "H", "C", "O", "C", "C", "N", "C", "C", "O", "C", "H", "H", "H", "H", "H", "H", "H", "H", "H", "H", "H", "H", "H", "H", "H", "C", "O", "C", "C", "N", "C", "C", "O", "C", "H", "H", "H", "H", "H", "H", "H", "H", "H", "H", "H", "H", "H", "H", "H"], "coordinates": [[-15.097531, 2.484008, 21.344841], [-17.842187, 4.254298, 23.317038], [-18.804194, 3.333189, 23.683753], [-16.611188, 3.579856, 23.084156], [-18.389870, 5.200504, 22.131766], [-18.781364, 4.461362, 21.118038], [-19.432136, 5.950634, 22.635114], [-17.495217, 6.115832, 21.758061], [-20.000712, 3.705937, 24.343851], [-20.614748, 2.434408, 24.893169], [-19.923810, 1.918158, 25.559645], [-21.544526, 2.724380, 25.382584], [-20.649811, 1.866094, 23.963713], [-20.715281, 4.210929, 23.693867], [-19.832242, 4.332790, 25.219513], [-17.688453, 4.898898, 24.182461], [-24.956992, 2.793232, 22.083892], [-24.795607, 3.628715, 23.427638], [-23.592417, 4.621100, 23.232655], [-24.054273, 5.780081, 22.331193], [-25.296479, 6.425396, 22.839616], [-26.513281, 5.477956, 23.094254], [-26.019572, 4.265348, 23.856902], [-27.058489, 3.387764, 24.163847], [-27.437757, 6.327383, 23.979108], [-27.249582, 5.146370, 21.732409], [-24.342285, 2.615827, 24.522793], [-24.208650, 2.011374, 21.954362], [-24.762171, 3.457576, 21.241997], [-25.892753, 2.243976, 21.980093], [-23.294867, 5.068758, 24.180895], [-22.788113, 4.061263, 22.755399], [-24.179101, 5.427635, 21.307318], [-23.226104, 6.467944, 22.160711], [-25.559878, 7.219345, 22.140793], [-24.998551, 6.801084, 23.818485], [-27.798914, 7.188915, 23.417475], [-28.276380, 5.797534, 24.430836], [-26.937925, 6.750652, 24.850378], [-28.099613, 4.510395, 21.979590], [-27.538079, 6.118317, 21.332175], [-26.573933, 4.610965, 21.065377], [-23.401291, 2.079866, 24.398808], [-25.182704, 1.942658, 24.691994], [-24.218943, 3.052568, 25.513832], [-27.058529, 3.581900, 25.104013], [-22.660077, -0.172253, 29.827508], [-22.005578, 0.465333, 28.575553], [-22.881385, 1.513012, 27.976646], [-22.810424, 2.811417, 28.790002], [-21.408385, 3.330556, 28.877544], [-20.366976, 2.273535, 29.381290], [-20.622300, 0.963070, 28.780328], [-19.794326, 0.008154, 29.254886], [-19.019085, 2.840109, 28.866913], [-20.343958, 2.187235, 30.943729], [-22.068864, -0.563610, 27.482596], [-23.561457, -0.775848, 29.721224], [-22.728653, 0.503434, 30.680073], [-21.946797, -0.925772, 30.161483], [-22.494500, 1.882695, 27.027047], [-23.936373, 1.261529, 27.867762], [-23.092878, 2.586097, 29.818374], [-23.490906, 3.614789, 28.507794], [-21.360498, 4.146356, 29.598848], [-21.101382, 3.827043, 27.957038], [-19.034189, 3.237162, 27.851907], [-18.764059, 3.664139, 29.533270], [-18.190762, 2.131917, 28.846250], [-21.251339, 1.784961, 31.394220], [-19.468219, 1.660590, 31.322999], [-20.297886, 3.176896, 31.398187], [-23.067631, -0.793948, 27.111760], [-21.721692, -1.491825, 27.936435], [-21.467933, -0.339434, 26.601270], [-19.382155, -0.257595, 28.429601], [-18.962915, 6.847339, 28.072818], [-18.392771, 8.018301, 27.253220], [-17.642863, 7.397654, 26.109333], [-17.266892, 8.265784, 25.090976], [-18.520365, 8.927613, 24.464481], [-19.482626, 9.663268, 25.476581], [-19.550991, 8.840066, 26.707329], [-20.366053, 9.318706, 27.672685], [-18.887947, 11.108191, 25.755306], [-20.839420, 9.675603, 24.796359], [-17.475352, 8.770262, 28.266220], [-19.696268, 6.264714, 27.515299], [-19.273454, 7.187729, 29.060642], [-18.259096, 6.038035, 28.267169], [-16.738977, 6.854412, 26.384939], [-18.192409, 6.578670, 25.645244], [-16.638878, 7.668864, 24.429631], [-16.656384, 9.069282, 25.502995], [-19.113134, 8.175247, 23.944205], [-18.100422, 9.661167, 23.776266], [-17.806424, 11.209606, 25.665197], [-19.302975, 11.737786, 24.968247], [-19.310694, 11.476318, 26.690115], [-21.176841, 8.645397, 24.682684], [-21.564837, 10.141237, 25.463473], [-20.928389, 10.232545, 23.863611], [-17.100945, 9.669629, 27.777275], [-16.559766, 8.266930, 28.576810], [-18.016816, 9.265457, 29.072252], [-21.080652, 8.677656, 27.671715], [-23.411845, -5.383765, 25.377391], [-22.830879, -4.827696, 24.122334], [-23.893133, -4.937278, 23.016653], [-23.593800, -4.202766, 21.695064], [-23.536665, -2.723703, 22.102789], [-22.509777, -2.404930, 23.189116], [-22.594072, -3.428311, 24.329768], [-21.635217, -3.074274, 25.282883], [-21.123732, -2.386436, 22.502276], [-22.961126, -1.035896, 23.710896], [-21.591358, -5.638641, 23.652126], [-23.847331, -6.380769, 25.310898], [-24.298085, -4.813091, 25.654883], [-22.628332, -5.287137, 26.128973], [-24.092965, -5.990547, 22.819691], [-24.833060, -4.449144, 23.274244], [-24.490330, -4.392813, 21.104973], [-22.669433, -4.502290, 21.201184], [-24.523968, -2.315714, 22.319309], [-23.240231, -2.319049, 21.135074], [-20.991347, -3.318982, 21.953698], [-21.039358, -1.566249, 21.789346], [-20.334288, -2.170054, 23.222043], [-23.673435, -1.202294, 24.518999], [-22.106321, -0.642056, 24.260714], [-23.289748, -0.318319, 22.959112], [-21.829299, -6.701830, 23.618569], [-20.703176, -5.540178, 24.276253], [-21.292367, -5.404324, 22.630454], [-22.195194, -2.530578, 25.841828], [-11.345739, 1.884761, 20.376107], [-12.296215, 2.099991, 21.512908], [-11.781706, 1.371622, 22.674836], [-12.743274, 1.414910, 23.835627], [-14.157786, 1.221647, 23.506969], [-14.445946, -0.137232, 23.036853], [-16.039109, -0.419624, 22.934957], [-16.642973, 0.559553, 22.055801], [-18.088504, 0.478546, 22.201409], [-11.191748, 0.827942, 20.158104], [-10.379151, 2.294676, 20.668975], [-11.811276, 2.412965, 19.544013], [-10.904275, 1.875826, 23.079823], [-11.522384, 0.355300, 22.378308], [-12.566548, 2.353197, 24.361452], [-12.519146, 0.649668, 24.578779], [-14.716512, 1.385208, 24.332301], [-13.957582, -0.953088, 23.569759], [-13.858800, -0.138008, 22.118509], [-16.486122, -0.289626, 23.920544], [-16.246335, -1.455340, 22.665810], [-18.352855, 0.780398, 23.214869], [-18.433204, -0.546756, 22.067068], [-18.530194, 1.233481, 21.550968], [-17.770860, 1.840473, 18.928619], [-16.753438, 2.751683, 19.492974], [-16.598555, 3.922478, 18.660202], [-15.536420, 4.866180, 19.284521], [-14.290001, 4.076947, 19.504155], [-13.274209, 5.050023, 19.957503], [-13.594231, 5.582775, 21.322465], [-13.893180, 4.562600, 22.150737], [-13.861301, 5.026178, 23.512367], [-17.893033, 0.862825, 19.394876], [-17.478555, 1.684188, 17.890240], [-18.719678, 2.375038, 18.882840], [-17.526158, 4.468688, 18.489023], [-16.229305, 3.610211, 17.683348], [-15.978621, 5.336960, 20.162555], [-15.291363, 5.753487, 18.700797], [-13.957622, 3.797703, 18.592207], [-13.286469, 5.881022, 19.252236], [-12.253151, 4.668936, 19.939671], [-14.477595, 6.212375, 21.215878], [-12.820844, 6.294763, 21.610670], [-12.920131, 5.530415, 23.731580], [-13.933742, 4.228281, 24.251432], [-14.670212, 5.727083, 23.718509], [-15.537666, 8.638765, 21.949738], [-15.553367, 10.018515, 22.322481], [-16.208195, 10.898687, 21.410561], [-16.663139, 12.191261, 22.152316], [-17.724501, 12.846915, 21.384586], [-18.105252, 14.005057, 22.044214], [-19.465943, 14.561959, 21.503880], [-20.527599, 13.929777, 22.091779], [-21.842710, 14.428125, 21.823160], [-14.974542, 8.100742, 22.712319], [-15.091666, 8.506534, 20.963993], [-16.548766, 8.231620, 21.952749], [-17.116119, 10.382355, 21.098832], [-15.558205, 11.064302, 20.551378], [-15.880505, 12.875315, 22.480425], [-17.076156, 11.783641, 23.075010], [-18.459805, 12.208157, 21.117344], [-17.378490, 14.797367, 21.864903], [-18.190188, 13.835478, 23.117581], [-19.555608, 14.434257, 20.425104], [-19.499947, 15.643296, 21.636795], [-22.586932, 13.865168, 22.386457], [-22.132687, 14.155840, 20.808333], [-21.920302, 15.514006, 21.877331], [-15.000650, 5.230930, 29.080717], [-14.510986, 4.444847, 27.984867], [-15.484446, 3.933355, 27.052352], [-14.840292, 2.558790, 26.606480], [-15.743868, 1.996219, 25.634658], [-16.936359, 1.288443, 26.206130], [-16.606461, 0.000638, 26.965818], [-17.784489, -0.697462, 27.369196], [-17.864984, -1.976820, 26.806568], [-15.402912, 6.216402, 28.845896], [-14.098731, 5.496174, 29.632334], [-15.711634, 4.687497, 29.703044], [-15.573162, 4.598417, 26.193327], [-16.488334, 3.850014, 27.468698], [-14.502673, 1.871049, 27.381799], [-13.897804, 2.738003, 26.089092], [-16.040299, 2.680340, 24.953325], [-17.608400, 1.094743, 25.370106], [-17.499665, 1.982389, 26.830009], [-16.182827, 0.273751, 27.932282], [-15.853916, -0.609996, 26.466915], [-17.160453, -2.690521, 27.233618], [-17.669901, -1.930730, 25.735147], [-18.872622, -2.366555, 26.951012], [-20.900376, 4.852373, 18.810717], [-20.399521, 4.641179, 17.462915], [-20.274254, 5.843370, 16.645670], [-19.575705, 5.492511, 15.302119], [-18.210096, 5.065177, 15.556014], [-17.241504, 5.271230, 14.498827], [-17.445618, 4.313377, 13.363043], [-18.670422, 4.162954, 12.801789], [-18.848969, 2.925819, 12.190612], [-20.191237, 5.467894, 19.364214], [-20.889918, 3.868677, 19.280113], [-21.860945, 5.350438, 18.678986], [-19.677930, 6.559910, 17.210535], [-21.250151, 6.291683, 16.459279], [-19.459436, 6.307121, 14.587278], [-20.148651, 4.721417, 14.787098], [-18.177574, 4.147883, 15.977459], [-16.293902, 5.002747, 14.965797], [-17.043981, 6.282303, 14.142701], [-17.223053, 3.318198, 13.747992], [-16.799571, 4.538333, 12.514446], [-18.165526, 2.713163, 11.368553], [-19.891139, 2.890381, 11.873261], [-18.777759, 2.122761, 12.924188]], "forces_ev_per_a": [[-0.9, 1.5, 1.7], [2.4, -0.4, -0.7], [-0.7, -0.9, -0.4], [-1.3, 0.9, -0.9], [0.5, -1.1, 3.0], [-0.3, 0.3, -0.7], [0.1, -0.5, -0.7], [0.4, 0.0, -0.6], [0.0, 0.0, 0.9], [0.8, 0.5, -1.1], [-0.2, 0.1, 0.3], [-0.1, -0.6, -0.3], [-1.0, -0.8, 0.3], [0.1, 0.0, -0.1], [0.6, 0.7, 0.0], [0.0, 0.8, 0.2], [0.6, 0.4, 0.2], [1.6, -2.2, -0.5], [-2.0, 0.5, -0.7], [1.2, -1.2, -1.1], [0.1, -0.6, 0.5], [0.4, -0.1, -0.4], [1.0, 3.1, -0.6], [0.1, -0.1, 0.1], [-0.2, -0.2, 0.5], [0.9, 0.1, 1.7], [-1.0, 0.2, 0.7], [0.4, 0.0, 0.5], [-0.5, -0.1, -0.2], [-0.3, 0.5, 0.2], [0.2, -0.3, 0.3], [0.1, 0.0, 0.2], [-0.4, -0.4, -0.1], [0.0, 0.5, 0.5], [-0.4, 0.2, 0.4], [-0.3, 0.6, 0.1], [-0.2, -0.1, -0.1], [-0.2, -0.2, -0.5], [0.5, -0.1, -0.1], [-0.1, 0.2, -0.3], [-0.3, -0.3, -0.3], [-0.2, 0.2, -0.1], [-0.2, -0.1, -0.8], [0.3, -0.5, -0.2], [-0.1, 0.8, 0.1], [-0.8, -0.6, 0.3], [1.4, -0.4, 0.7], [-1.4, -0.2, 0.0], [-0.2, 3.7, 0.4], [-0.4, -0.2, 1.3], [0.5, -0.1, 0.6], [-0.1, 0.4, -0.1], [-2.5, 2.1, -1.8], [0.9, -1.3, 0.6], [0.3, -0.2, 0.5], [0.0, 0.7, -0.1], [1.1, -2.0, -0.1], [-0.3, 0.6, -0.5], [-0.4, 0.1, -0.2], [0.3, -0.1, 0.1], [0.0, -0.8, -0.5], [0.2, -0.6, 0.0], [-0.3, -0.1, 0.2], [-0.1, -0.1, -0.5], [-0.1, 0.1, 0.2], [0.2, -0.5, -0.5], [-0.6, 0.0, -0.2], [0.3, 0.1, 0.0], [-0.1, -0.2, 0.5], [0.1, -0.4, -0.4], [-0.2, -0.3, -0.2], [0.2, 0.3, -0.2], [-0.3, 0.4, 0.3], [0.3, -0.4, -0.4], [0.2, 0.2, 0.1], [0.9, -0.5, 0.2], [-0.6, -0.4, 0.2], [0.2, -2.0, 1.4], [-0.4, -3.1, 1.8], [0.3, 3.3, -2.5], [0.9, -0.2, 0.3], [2.1, -0.4, -1.8], [2.2, 1.0, 0.6], [0.2, -0.1, -0.6], [-1.2, -0.5, 0.1], [-1.2, 0.2, 1.4], [-0.3, 2.5, -1.3], [-0.7, 0.4, 0.1], [-0.5, -0.2, -0.2], [0.8, 0.5, -0.1], [0.0, 0.1, 1.2], [-0.8, -0.1, 0.2], [-0.2, 0.6, -0.8], [0.4, 0.1, -0.2], [0.1, 0.0, -0.2], [-0.7, 0.2, -0.3], [-0.1, -0.5, 0.4], [-0.1, 0.0, -0.1], [0.4, 0.2, 0.1], [0.0, 0.0, -0.4], [-0.2, 0.2, 0.1], [0.7, -0.2, 0.0], [0.3, 0.1, -0.4], [-0.6, -0.7, 0.0], [-0.2, -0.8, 0.4], [-0.9, -0.3, 0.6], [-0.4, 0.0, 1.0], [0.4, -0.6, -1.8], [0.1, -0.1, -1.0], [-0.6, -0.1, 2.0], [0.2, -1.1, -1.7], [-0.6, -0.9, -0.6], [-1.1, 2.6, -2.1], [0.3, -0.3, 0.4], [-0.3, 0.5, 0.5], [1.5, -0.4, 1.5], [0.0, -0.3, -0.1], [0.8, -0.3, -0.2], [0.2, 0.5, 0.2], [-0.4, -0.4, 0.4], [0.0, -0.1, 0.2], [-0.1, -0.3, 0.8], [0.4, 0.1, -0.6], [-0.2, -0.2, -0.1], [-0.1, -0.2, 0.3], [0.2, 1.2, 0.3], [0.4, 0.1, 0.2], [-0.4, 0.1, -0.2], [0.1, -0.6, 0.2], [-0.6, 0.1, -0.4], [0.2, 0.6, -0.1], [0.0, -0.3, 0.0], [-0.1, -0.1, 0.2], [-0.2, 0.2, 0.2], [0.0, 0.3, 0.0], [0.4, 0.1, 0.6], [-1.1, 0.5, 1.4], [1.2, -1.3, -0.3], [-0.3, 0.4, -0.6], [-0.8, 0.0, 0.3], [-0.1, 0.3, -1.8], [-1.0, 0.0, -0.9], [2.2, 1.3, -0.1], [0.3, -0.8, 0.0], [0.6, 0.7, 0.5], [-0.3, -0.1, 0.0], [0.0, 0.3, -0.2], [0.3, -0.1, 0.0], [0.4, -0.1, -0.5], [0.0, -0.1, -0.1], [-0.6, 0.2, -0.2], [0.7, -0.3, 0.0], [-0.6, 0.5, 0.7], [-0.2, 0.0, 0.9], [-0.8, -0.7, -0.9], [0.2, 0.2, 0.3], [0.1, 0.0, -0.6], [0.1, 0.1, 0.1], [0.0, 0.0, -0.5], [0.0, -0.4, -0.1], [0.4, 1.2, -0.9], [-0.2, -0.5, 0.5], [1.0, 0.4, 0.1], [-1.0, -1.1, -0.3], [-0.4, 0.6, 1.5], [0.6, 0.0, -0.1], [-0.7, 1.8, -2.2], [0.2, -1.7, 2.7], [-0.1, -0.1, 0.4], [0.6, 0.5, 0.5], [0.0, -0.2, -0.1], [-0.1, 0.0, 0.3], [-0.3, -0.2, 0.2], [0.0, -0.2, -0.2], [0.4, -0.7, 0.6], [-0.3, -0.2, -0.8], [-0.3, -0.6, -0.2], [0.1, 0.3, 0.0], [-0.2, -0.5, 0.0], [-0.3, 0.3, 0.1], [0.5, -0.4, 0.5], [0.2, 0.1, -0.3], [-0.2, -0.3, -0.6], [-0.2, 0.0, -0.2], [-0.3, 1.1, 0.2], [0.2, -0.2, 0.5], [0.2, 0.1, 0.6], [-0.6, -1.8, -0.8], [2.1, -1.7, -0.8], [-2.4, 2.2, -0.3], [1.2, 0.6, -0.6], [-1.7, -1.0, 1.7], [0.5, -0.7, -1.2], [0.2, 0.1, -0.1], [0.1, -0.1, -0.1], [-0.2, 0.0, -0.2], [-0.3, 0.1, -0.4], [-0.1, 0.2, -0.1], [0.1, 0.1, -0.6], [-0.2, 0.0, 0.6], [-0.1, 0.1, 0.3], [0.2, 0.0, 0.2], [-0.2, 0.3, 0.5], [0.5, -0.2, -0.4], [0.0, 0.3, 0.4], [0.4, 0.4, 0.7], [0.2, 0.2, -0.5], [0.0, 0.0, 0.5], [1.0, -0.1, -0.2], [-1.2, 0.8, 0.2], [2.4, -0.9, 1.1], [-1.0, 1.7, -0.7], [-0.8, -2.4, 0.7], [0.4, 0.7, -0.9], [-0.1, 1.0, 1.4], [0.3, 0.3, -0.6], [-0.4, -0.7, -0.5], [-0.4, 0.0, -0.7], [-0.1, -0.4, 0.4], [0.0, -0.1, 0.0], [0.1, 0.0, -0.3], [0.0, -0.3, 0.4], [-0.8, 0.1, 0.4], [0.1, 0.6, 0.0], [-0.3, 0.3, -0.4], [0.0, -0.3, -0.1], [-0.1, -0.2, 0.3], [0.5, 0.2, 0.0], [-0.3, -0.3, -0.3], [0.2, 0.1, 0.3], [-0.1, -0.1, -0.3], [0.0, 0.1, 0.0], [0.9, 0.3, -1.9], [0.3, 0.3, -0.3], [0.3, -0.5, 0.0], [0.0, -0.5, 0.9], [-0.1, 1.1, 0.7], [0.0, -0.8, 0.4], [2.0, -1.1, -0.7], [-2.6, 1.1, -0.1], [-1.0, -0.5, 0.2], [-0.1, 0.3, 0.1], [-0.6, 0.1, 0.0], [-0.2, -0.2, 0.7], [0.2, 0.2, 0.0], [-0.3, -0.1, 0.0], [-0.6, 0.4, 0.4], [-0.2, 0.0, 0.0], [0.1, -0.1, -0.3], [0.4, -0.2, -0.3], [-0.9, 0.4, 0.4], [0.8, -0.3, 0.3], [1.0, 0.0, 0.2], [0.1, 0.2, -0.1], [0.2, 0.1, -0.4], [0.4, -0.2, 0.2]], "lowdin_charge": [1.022, -0.397, -0.088, -0.215, -0.531, 0.172, 0.093, 0.128, -0.258, -0.051, 0.070, 0.057, 0.084, 0.096, 0.107, 0.125, -0.016, -0.462, -0.122, -0.216, -0.150, -0.449, -0.124, 0.003, -0.049, -0.003, -0.045, 0.064, 0.056, 0.088, 0.113, 0.107, 0.098, 0.104, 0.127, 0.111, 0.087, 0.081, 0.076, 0.084, 0.081, 0.060, 0.055, 0.081, 0.069, 0.111, -0.008, -0.503, -0.155, -0.178, -0.148, -0.446, -0.114, 0.012, -0.044, -0.011, -0.060, 0.094, 0.065, 0.082, 0.088, 0.136, 0.108, 0.113, 0.113, 0.092, 0.053, 0.078, 0.072, 0.070, 0.086, 0.076, 0.094, 0.089, 0.083, 0.072, -0.018, -0.396, -0.217, -0.197, -0.077, -0.414, 0.091, 0.122, 0.039, -0.010, 0.022, 0.088, 0.098, 0.085, 0.136, 0.120, 0.115, 0.131, 0.108, 0.112, 0.089, 0.091, 0.092, 0.095, 0.092, 0.112, 0.080, 0.096, 0.099, 0.157, -0.039, -0.549, -0.139, -0.168, -0.166, -0.457, -0.106, -0.018, -0.026, -0.036, -0.013, 0.093, 0.090, 0.087, 0.124, 0.122, 0.116, 0.098, 0.121, 0.115, 0.069, 0.076, 0.068, 0.090, 0.057, 0.081, 0.085, 0.081, 0.060, 0.063, -0.034, -0.246, -0.193, -0.190, -0.042, -0.151, -0.133, -0.238, -0.053, 0.091, 0.095, 0.070, 0.132, 0.123, 0.105, 0.135, 0.040, 0.121, 0.100, 0.091, 0.127, 0.070, 0.091, 0.086, -0.023, -0.240, -0.179, -0.159, -0.021, -0.171, -0.286, -0.193, -0.048, 0.087, 0.092, 0.088, 0.119, 0.118, 0.098, 0.133, 0.124, 0.129, 0.120, 0.094, 0.147, 0.105, 0.067, 0.083, -0.112, -0.207, -0.189, -0.177, -0.077, -0.236, -0.240, -0.204, -0.081, 0.076, 0.089, 0.064, 0.111, 0.126, 0.130, 0.087, 0.117, 0.125, 0.111, 0.124, 0.119, 0.085, 0.082, 0.092, -0.087, -0.190, -0.159, -0.156, -0.080, -0.145, -0.186, -0.206, -0.089, 0.055, 0.093, 0.090, 0.100, 0.100, 0.129, 0.091, 0.070, 0.099, 0.078, 0.124, 0.124, 0.097, 0.081, 0.094, -0.084, -0.234, -0.183, -0.184, -0.069, -0.199, -0.281, -0.185, -0.105, 0.063, 0.081, 0.089, 0.109, 0.114, 0.128, 0.113, 0.097, 0.107, 0.123, 0.112, 0.131, 0.096, 0.097, 0.086]}